The following is a DFT calculation (the ωB97M-V functional and the def2-TZVPD basis) of a molecular structure, C54H47BrCl2IrN4O2P2S2 in a non-equilibrium geometry.

```
115
Properties=species:S:1:pos:R:3:forces:R:3
Ir -1.3054 0.2511 0.9907 -4.28 -4.11 1.60
S -2.5624 -1.5444 1.7352 0.34 -0.39 -0.34
C -3.3323 -2.2609 0.3634 -0.03 0.01 0.08
N -4.0622 -3.3957 0.5618 -0.03 -0.06 -0.08
C -4.9632 -3.8321 -0.4875 -0.03 0.11 -0.07
C -4.2932 -3.6486 -1.8306 0.03 -0.02 0.10
N -3.8820 -2.2651 -1.9751 -0.09 -0.01 0.14
C -3.9148 -1.7207 -3.3238 0.09 -0.15 0.02
C -3.0569 -2.5268 -4.2712 0.00 0.03 -0.02
C -3.6007 -3.1232 -5.4003 0.03 0.03 -0.03
C -2.7971 -3.8465 -6.2730 0.00 0.00 -0.04
C -1.4441 -3.9889 -6.0132 0.00 -0.01 0.01
C -0.8985 -3.4115 -4.8728 -0.03 0.02 0.01
C -1.6984 -2.6845 -4.0067 0.04 -0.01 0.00
C -3.2736 -1.6565 -0.9166 0.09 0.25 -0.09
S -2.4607 -0.1449 -1.1744 0.19 0.08 0.34
C -3.9869 -4.1643 1.8026 0.28 0.09 -0.04
C -2.7153 -4.9846 1.8864 -0.04 -0.01 0.01
C -1.7436 -4.7003 2.8366 -0.02 -0.06 0.02
C -0.5710 -5.4419 2.8873 0.02 -0.02 0.00
C -0.3580 -6.4717 1.9842 -0.01 0.01 0.00
C -1.3300 -6.7696 1.0384 -0.01 0.01 -0.05
C -2.5000 -6.0290 0.9914 0.03 0.00 0.00
H -5.8906 -3.2474 -0.4518 -0.03 -0.05 -0.03
H -5.2130 -4.8814 -0.3412 0.02 0.01 0.05
H -4.9824 -3.8931 -2.6387 0.01 -0.01 0.00
H -3.4228 -4.3116 -1.8990 -0.04 -0.04 -0.07
H -3.5668 -0.6916 -3.2804 -0.07 0.02 -0.02
H -4.9527 -1.7233 -3.6693 0.01 0.02 -0.02
H -4.6596 -3.0191 -5.6081 -0.01 0.02 0.01
H -3.2297 -4.2949 -7.1577 -0.01 -0.02 0.01
H -0.8158 -4.5504 -6.6920 0.00 -0.01 0.00
H 0.1559 -3.5248 -4.6605 -0.04 -0.05 0.01
H -1.2742 -2.2336 -3.1155 -0.01 0.01 0.01
H -4.8572 -4.8193 1.8311 -0.04 0.06 0.02
H -4.0380 -3.4815 2.6512 -0.10 -0.06 0.04
H -1.9010 -3.8898 3.5361 -0.01 0.02 0.00
H 0.1785 -5.2125 3.6336 0.00 0.01 0.00
H 0.5602 -7.0435 2.0156 -0.01 -0.02 0.02
H -1.1776 -7.5817 0.3393 0.01 0.00 0.00
H -3.2530 -6.2708 0.2489 -0.01 0.00 0.01
O -0.0602 1.5624 0.7512 0.19 0.52 -5.22
P 1.6470 2.7564 -0.3740 3.87 1.34 -6.35
C 1.9211 1.1260 -1.2586 -0.22 -0.36 1.60
P 1.9959 -0.4114 -0.1181 -1.45 -0.40 -0.95
O 0.5982 -0.8816 0.3269 1.09 0.84 0.02
C 2.6496 -1.7151 -1.1774 0.05 0.18 -0.03
C 2.0892 -1.8927 -2.4433 0.07 0.01 0.06
C 2.5641 -2.8966 -3.2694 -0.02 0.03 -0.03
C 3.5780 -3.7387 -2.8312 0.02 -0.02 0.00
C 4.1271 -3.5724 -1.5700 0.00 0.00 0.06
C 3.6650 -2.5613 -0.7400 -0.04 0.11 -0.08
C 3.2801 -0.0910 1.0980 0.05 -0.33 -0.12
C 4.2755 0.8500 0.8492 -0.07 -0.10 0.09
C 5.2619 1.0752 1.7992 0.04 0.01 -0.10
C 5.3145 0.2911 2.9416 -0.01 -0.01 -0.02
C 4.3899 -0.7279 3.1332 0.00 -0.04 0.05
C 3.3610 -0.9115 2.2249 -0.19 0.15 -0.02
C 3.0621 3.7006 -0.1239 -0.79 -0.48 0.02
C 1.6709 3.7066 1.7580 3.63 5.79 -0.88
C 1.9779 6.0601 1.5710 0.51 0.02 0.27
C 3.2587 6.6304 1.0558 0.24 -0.19 -0.10
C 4.1748 5.9389 0.3580 -0.14 -0.43 0.05
C 4.0998 4.5304 -0.1250 -0.30 0.20 0.60
C 0.6483 3.6872 -1.5485 -0.01 0.21 -0.39
C -0.7165 3.9259 -1.4422 -0.01 -0.21 0.19
C -1.3551 4.6912 -2.4076 -0.02 0.00 0.02
C -0.6376 5.2178 -3.4691 0.01 0.05 -0.04
C 0.7283 4.9850 -3.5815 -0.05 -0.03 0.02
C 1.3689 4.2163 -2.6279 -0.05 -0.12 0.32
H 2.8448 1.2893 -1.8168 0.02 -0.28 -0.04
H 1.0888 0.9376 -1.9386 -0.02 0.07 0.02
H 1.2863 -1.2457 -2.7776 -0.02 -0.04 -0.05
H 2.1537 -3.0162 -4.2626 0.02 -0.01 0.01
H 3.9407 -4.5267 -3.4777 0.02 0.01 -0.02
H 4.9255 -4.2184 -1.2306 -0.03 -0.04 0.00
H 4.0931 -2.4237 0.2433 0.08 -0.03 -0.02
H 4.2946 1.3871 -0.0889 -0.02 0.18 0.09
H 5.9920 1.8571 1.6368 0.05 -0.04 0.00
H 6.0815 0.4646 3.6846 0.02 0.00 -0.02
H 4.4675 -1.3667 4.0026 -0.07 0.03 0.03
H 2.5906 -1.6545 2.3924 0.04 -0.03 0.06
H -0.1019 3.3280 1.4748 -1.69 0.94 0.52
H 1.4731 6.7473 2.2530 0.08 0.14 -0.09
H 3.4546 7.6693 1.2946 0.23 -0.03 -0.02
H 5.1060 6.4362 0.1166 -0.01 0.01 -0.09
H 5.0723 4.1447 -0.4376 -0.09 0.04 -0.40
H -1.2959 3.5038 -0.6281 0.00 -0.04 -0.03
H -2.4179 4.8735 -2.3256 -0.01 -0.01 -0.01
H -1.1444 5.8164 -4.2140 0.01 0.01 0.00
H 1.2875 5.4095 -4.4040 0.01 -0.03 -0.02
H 2.4333 4.0216 -2.6681 0.03 0.16 -0.23
Br -5.5983 4.3224 4.4878 0.04 -0.03 0.00
C -4.4323 3.2627 3.4690 -0.03 0.04 -0.04
C -4.7650 1.9688 3.1236 -0.03 0.02 0.06
C -3.8645 1.2223 2.3878 -0.12 0.05 -0.19
N -2.6867 1.6935 1.9440 0.08 -0.83 -0.11
C -2.4182 2.9725 2.2415 -0.31 -0.16 0.11
C -3.2310 3.7756 3.0140 0.06 0.11 -0.03
H -5.7079 1.5365 3.4250 0.03 -0.06 0.01
H -4.0885 0.1979 2.1318 -0.01 0.04 0.01
H -1.5239 3.4095 1.8385 0.04 -0.01 -0.01
H -2.9236 4.7844 3.2484 -0.02 0.02 -0.05
Cl 0.8680 2.5075 1.2954 -1.04 -0.33 5.26
C 1.3680 1.6392 2.4716 -0.04 -3.52 3.07
C 2.2018 4.7497 2.3257 -0.26 0.06 0.85
C 2.9335 4.6995 3.5835 0.05 -0.11 0.80
C 3.1432 3.7036 4.4982 -0.41 0.17 -0.47
C 2.6726 2.3099 4.6292 0.11 0.29 -0.63
Cl 3.0492 1.5272 6.1280 0.01 -0.10 0.19
C 2.0052 1.6304 3.6912 0.20 0.88 0.41
N 1.1393 0.5672 3.2534 0.31 0.23 0.28
H 1.3211 5.8779 0.7206 -0.14 -0.08 0.12
H 3.3570 5.6588 3.8661 0.10 -0.04 0.04
H 3.7074 4.0286 5.3635 0.07 -0.10 0.03
```
Positions in Å, forces in eV/Å.

Calculated values
- Lowest unoccupied orbital energy (alpha / beta): -3.02 / -3.81 eV
- Gap between HOMO and LUMO (alpha / beta): 5.02 / 5.51 eV
- Net charge: +1
- Max |F|: 7.6 eV/A
- DFT total energy: -7532.1852 a.u.
- 2S+1: 5
- ΔE to the lowest compared entry with this formula, charge and spin: 2576.48 kJ/mol
- HOMO energy (alpha / beta): -8.04 / -9.32 eV

These are the Löwdin partial charges, in e, on atoms 1 to 99: 0.7765 0.6590 -0.6023 -0.1226 -0.1245 -0.1195 -0.1280 -0.1428 -0.2162 -0.0428 -0.0776 -0.0829 -0.0712 -0.0307 -0.6463 0.6040 -0.1382 -0.2152 -0.0604 -0.0759 -0.0887 -0.0807 -0.0419 0.1374 0.1229 0.1343 0.1387 0.0667 0.1291 0.1121 0.1053 0.1039 0.0734 0.0952 0.1303 0.0926 0.0965 0.1034 0.1017 0.1033 0.1072 -0.7450 0.7884 -0.2572 0.8302 -0.4347 -0.2667 -0.0706 -0.0722 -0.0618 -0.0619 -0.0573 -0.3283 -0.0809 -0.0516 -0.0573 -0.0574 -0.0998 -0.1161 -0.3378 -0.1237 -0.0638 -0.0714 -0.1013 -0.2902 -0.0581 -0.0565 -0.0586 -0.0553 -0.0760 0.0760 0.0684 0.1028 0.0930 0.1112 0.1109 0.0996 0.0878 0.1107 0.1148 0.1166 0.1232 0.0605 0.1273 0.1110 0.1008 0.1074 0.0963 0.1142 0.1131 0.1137 0.1055 0.8134 -0.6839 -0.0742 -0.1331 -0.0604 -0.1102 -0.0831